This record from OMol25 describes 14 unconnected molecules or ions with the total composition C44H100N12O14 at a distorted geometry. The level of theory is ωB97M-V/def2-TZVPD.

XYZ file:
```
170
Properties=species:S:1:pos:R:3:mulliken_charge:R:1
C 0.67 7.48 -1.31 -0.698
C 0.24 6.07 -0.99 0.476
C 1.56 5.23 -1.22 -0.548
O 2.67 6.14 -1.01 -0.481
C 2.22 7.45 -1.43 -0.541
H 0.45 8.14 -0.49 0.276
H 0.17 7.94 -2.20 0.282
H -0.59 5.60 -1.58 0.087
H -0.07 6.00 0.08 -0.114
H 1.62 4.92 -2.23 0.601
H 1.73 4.42 -0.56 0.127
H 2.58 7.72 -2.41 0.260
H 2.67 8.13 -0.68 0.324
C -0.37 2.08 -3.68 -0.359
C -1.52 1.21 -4.23 1.024
C -2.74 1.77 -3.47 -1.412
O -2.23 2.43 -2.31 -0.127
C -1.02 3.04 -2.78 0.590
H 0.22 2.61 -4.36 0.620
H 0.33 1.42 -3.14 -0.381
H -1.42 0.14 -3.98 -0.895
H -1.62 1.34 -5.34 0.395
H -3.41 0.98 -3.15 0.603
H -3.38 2.44 -4.08 0.294
H -0.43 3.23 -1.80 -0.850
H -1.29 3.98 -3.30 0.389
C 4.36 -2.87 -5.67 -1.221
C 4.73 -2.01 -4.55 0.785
O 5.81 -2.03 -3.95 -0.695
N 3.70 -1.15 -4.18 0.189
C 3.93 -0.07 -3.25 -0.416
H 3.85 -2.37 -6.50 0.317
H 3.68 -3.70 -5.36 0.195
H 5.33 -3.38 -5.91 0.405
H 2.76 -1.29 -4.60 0.238
H 2.99 0.24 -2.81 -0.166
H 4.33 0.83 -3.63 0.433
H 4.61 -0.35 -2.44 0.072
C -4.55 0.71 1.57 -0.087
C -3.84 0.36 2.88 0.569
O -3.09 -0.56 2.97 -0.517
N -4.16 1.19 3.86 -0.231
C -3.93 1.08 5.32 -1.070
H -5.17 1.60 1.56 0.462
H -5.23 -0.14 1.31 0.007
H -3.86 0.81 0.74 -0.240
H -4.72 2.00 3.71 0.252
H -3.43 1.95 5.73 0.347
H -3.31 0.22 5.50 0.348
H -4.88 0.92 5.88 0.314
C 4.48 2.11 1.32 -1.265
C 4.67 3.51 1.90 0.791
O 4.55 3.62 3.11 -0.676
N 4.91 4.47 1.05 -0.137
C 4.95 5.89 1.39 -0.734
H 5.09 1.82 0.47 0.706
H 3.44 1.83 1.03 -0.020
H 4.80 1.45 2.12 0.386
H 4.97 4.29 0.05 0.238
H 5.91 6.34 1.04 0.312
H 4.75 5.97 2.45 0.299
H 4.05 6.34 0.87 0.117
C -1.29 -1.84 -5.88 -1.259
C -0.26 -2.10 -4.82 0.750
O 0.93 -2.10 -5.09 -0.710
N -0.70 -2.37 -3.58 0.355
C 0.22 -2.72 -2.54 -1.530
H -2.33 -2.11 -5.56 0.218
H -0.94 -2.26 -6.80 0.485
H -1.24 -0.79 -6.15 0.211
H -1.72 -2.53 -3.43 0.170
H -0.14 -3.40 -1.78 0.037
H 0.53 -1.78 -2.04 0.446
H 1.09 -3.06 -3.03 0.848
C -4.84 -2.71 4.09 -1.118
C -5.15 -3.25 2.70 0.808
O -5.77 -2.63 1.85 -0.661
N -4.63 -4.53 2.50 -0.134
C -4.55 -5.21 1.23 -0.658
H -5.62 -2.04 4.43 0.310
H -3.84 -2.34 4.18 0.077
H -4.79 -3.54 4.81 0.490
H -4.59 -5.13 3.29 0.245
H -3.70 -5.86 1.24 0.479
H -4.34 -4.47 0.45 -0.115
H -5.48 -5.71 1.07 0.371
C 2.52 -1.54 4.94 -1.473
C 1.68 -2.00 3.78 0.602
O 1.02 -1.16 3.19 -0.648
N 1.70 -3.32 3.35 0.427
C 2.53 -4.43 3.78 -0.999
H 2.15 -0.58 5.26 0.318
H 3.62 -1.66 4.82 0.301
H 2.38 -2.36 5.67 0.465
H 0.99 -3.51 2.62 0.117
H 2.28 -5.20 3.07 0.209
H 2.21 -4.86 4.70 0.414
H 3.61 -4.25 3.65 0.305
C -5.52 3.52 -1.38 -0.783
C -5.03 3.77 -0.02 0.837
O -5.75 3.90 0.94 -0.679
N -3.70 3.90 0.17 0.143
C -3.28 4.42 1.41 -0.749
H -4.76 3.09 -2.02 -0.118
H -5.87 4.42 -1.90 0.319
H -6.44 2.89 -1.28 0.311
H -3.05 3.76 -0.60 0.140
H -3.55 3.76 2.23 -0.007
H -3.71 5.37 1.58 0.438
H -2.16 4.40 1.44 0.197
C -2.31 -1.71 -0.49 2.485
C -3.44 -2.21 -1.32 0.366
O -3.27 -2.75 -2.41 -0.985
N -4.62 -2.13 -0.77 0.436
C -5.84 -2.63 -1.38 -1.120
H -2.62 -1.29 0.47 -0.242
H -1.76 -1.00 -1.10 -0.967
H -1.58 -2.50 -0.29 -0.903
H -4.76 -1.81 0.22 -0.301
H -6.36 -3.24 -0.56 0.281
H -5.64 -3.34 -2.17 0.393
H -6.53 -1.83 -1.66 0.339
C 1.90 5.35 4.10 -1.221
C 1.40 4.64 2.94 0.576
O 0.95 5.38 2.07 -0.511
N 1.40 3.29 2.79 0.575
C 1.88 2.38 3.86 -1.015
H 1.51 4.95 5.05 0.379
H 1.54 6.41 3.99 0.276
H 2.97 5.18 4.13 0.286
H 0.68 2.92 2.22 -0.017
H 2.96 2.19 3.67 0.206
H 1.53 1.36 3.80 0.063
H 1.66 2.73 4.82 0.458
C 1.06 -6.17 0.36 -1.383
C -0.13 -5.25 0.47 0.709
O -0.22 -4.42 1.35 -0.805
N -1.25 -5.56 -0.30 0.403
C -1.31 -6.42 -1.40 -1.164
H 0.87 -7.10 0.85 0.412
H 1.85 -5.63 0.89 0.175
H 1.44 -6.53 -0.62 0.475
H -2.07 -5.03 -0.08 -0.174
H -0.61 -6.14 -2.19 0.310
H -2.29 -6.45 -1.79 0.368
H -1.16 -7.47 -1.11 0.398
C 3.75 -4.57 -1.36 -0.020
C 4.55 -3.87 -0.27 0.739
O 4.47 -4.17 0.92 -0.654
N 5.23 -2.78 -0.72 -0.018
C 5.92 -1.98 0.22 -1.021
H 2.76 -4.83 -1.10 -0.508
H 4.25 -5.57 -1.53 0.411
H 3.77 -3.97 -2.28 -0.116
H 5.29 -2.60 -1.67 0.157
H 5.29 -1.91 1.14 0.234
H 6.03 -1.06 -0.32 0.294
H 6.88 -2.36 0.61 0.363
C 2.41 -0.84 0.03 0.232
C 1.15 0.00 -0.26 0.312
O 1.17 0.73 -1.26 -0.538
N 0.25 0.10 0.69 1.142
C -0.77 1.11 0.77 -0.744
H 2.44 -1.19 1.04 -0.140
H 3.15 -0.06 0.05 -0.129
H 2.70 -1.57 -0.74 -0.089
H 0.46 -0.44 1.49 0.151
H -1.37 1.03 1.69 0.216
H -1.48 1.08 -0.08 -0.180
H -0.37 2.11 0.68 -0.108
```

For the frontier orbital gap, the calculation gives 9.41 eV. The value obtained for the total energy is -3447.0786 Ha. For the LUMO energy, the calculation gives 0.377 eV. As for the total charge: 0. The energy above the lowest of the compared OMol25 structures with the same formula, charge and spin is 0.0 kcal per mole.